{
  "formula": "C31H56As2BaN4O2P",
  "method": "ωB97M-V with the def2-TZVPD basis set",
  "elements": ["H", "N", "H", "C", "C", "C", "H", "H", "H", "O", "H", "H", "H", "H", "N", "C", "H", "C", "C", "H", "C", "C", "C", "H", "C", "H", "H", "H", "H", "H", "H", "H", "C", "C", "H", "H", "Ba", "C", "H", "H", "H", "H", "C", "C", "H", "H", "As", "C", "H", "C", "H", "H", "H", "H", "H", "H", "C", "H", "H", "C", "C", "H", "C", "C", "H", "H", "H", "N", "C", "P", "H", "N", "C", "H", "H", "C", "C", "C", "C", "H", "H", "H", "O", "C", "C", "H", "H", "H", "H", "C", "H", "H", "H", "H", "H", "H", "As"],
  "positions_angstrom": [[-3.46580, -3.10357, 1.20312], [3.64823, -0.90844, 1.86365], [3.91200, -0.63646, 3.93588], [5.93125, 1.09946, 1.95848], [-4.09074, 1.52910, -1.69313], [5.92963, -1.52096, -0.25052], [3.31489, 0.78654, 3.06721], [5.99851, -2.54404, -0.62633], [-0.15338, 2.53041, -5.00445], [-1.95112, 1.62546, -0.69914], [-5.58348, -1.46350, -0.71727], [-1.81015, 5.45388, -1.69389], [-1.33338, -0.52648, 5.48949], [3.92305, 2.61437, -0.28715], [4.61713, -0.97066, -0.55456], [-2.15762, 1.68346, -5.00006], [4.22496, -2.06273, -2.29718], [-2.81025, 3.60708, -1.71079], [-3.43141, -0.79546, -2.32519], [-3.20404, -0.95457, 1.88140], [-0.33968, 3.99321, -2.11597], [-4.17230, 0.06877, -1.30094], [-0.12536, 0.81511, -3.85964], [3.65948, -2.74470, 0.84723], [-0.18726, -3.71133, -0.90717], [-0.54131, -3.44722, -1.90354], [-5.99813, 1.62064, -2.66478], [-5.77651, 3.97814, -3.33753], [1.24931, -4.32525, 5.40153], [-2.59081, -4.58997, 0.78090], [-6.15440, 0.18207, -0.41078], [-0.39016, -4.76633, -0.73125], [-0.83467, 0.16543, 4.81223], [4.24899, -1.02268, -1.96284], [0.13775, -5.14919, 1.36359], [-0.46496, 5.15550, 0.35653], [0.04902, 0.55883, -0.14911], [3.46919, -2.35351, 1.84418], [4.15891, -2.82891, 2.54626], [-6.14718, -0.47023, -2.05043], [-3.64406, -0.02725, -0.34542], [-0.51328, 4.02134, -3.19359], [-1.32838, 4.51929, 0.15045], [3.25584, -0.29766, 3.12923], [5.69819, 2.57144, -0.32642], [6.73094, -0.93366, -0.70939], [-0.94725, -0.45420, 2.96965], [0.27976, -2.72809, 4.35224], [-1.33814, 1.13056, 4.85458], [0.80614, -4.00744, 4.46674], [-0.05034, 2.96945, -1.85954], [-2.18903, 4.93400, 0.67571], [4.97433, -0.48380, -2.57993], [-3.40908, -1.84621, -2.02285], [6.87277, 1.12523, 1.40119], [-2.47067, 2.26722, -5.86376], [-5.09944, 2.16513, -2.40282], [0.20132, 0.30342, 5.11586], [-3.36302, 0.17023, 3.22836], [-0.63199, 1.54952, -5.01696], [4.81779, 2.52241, 0.32209], [4.85798, 3.36544, 1.01457], [0.18106, -4.45855, 2.19650], [-5.59626, -0.44347, -1.10834], [0.50538, 4.64924, -1.89539], [0.88679, -3.53415, -0.85847], [-2.49857, 2.18921, -4.09764], [0.27035, 0.23705, -2.94899], [-0.33623, -3.17353, 2.06863], [3.86897, 0.02104, 0.52295], [-3.75420, 5.24448, -2.70611], [4.78410, 1.27462, 1.07830], [-2.88184, -0.75065, 2.89960], [-3.28559, -3.56462, -0.49779], [-3.16483, -1.57077, 3.55757], [-3.84399, 4.19930, -2.42888], [-1.59178, 4.43684, -1.35398], [-2.80148, -3.56565, 0.47721], [-0.29569, -2.29738, 3.15923], [5.86855, 0.15287, 2.48953], [-2.40427, -0.45169, -2.46099], [5.95234, 1.90517, 2.69574], [2.62413, 0.57389, -0.10879], [0.75455, -4.87729, 3.38905], [-2.92248, 2.24761, -1.35357], [-1.14686, 3.52587, 0.56356], [-0.27812, 1.03097, -5.90962], [2.23210, -0.58719, 3.38628], [-3.93334, -0.74532, -3.29474], [-4.98205, 3.49401, -2.78571], [6.09297, -1.55018, 0.82603], [2.44913, -2.61959, 2.13975], [1.15163, -5.88004, 3.47707], [3.26776, -0.58101, -2.11097], [0.31924, -2.07300, 5.21373], [-2.63524, 0.70722, -5.05335], [-1.12482, -2.57296, 0.37458]],
  "atomic_forces_ev_per_a": [[-0.009, -0.004, 0.010], [0.107, 0.082, 0.126], [-0.009, -0.003, 0.004], [0.019, -0.009, -0.020], [-0.007, 0.021, -0.035], [0.024, -0.015, 0.012], [-0.007, -0.004, 0.003], [-0.005, -0.002, -0.008], [0.008, -0.010, 0.002], [0.169, 0.018, -0.016], [0.006, -0.003, 0.004], [0.007, -0.001, 0.012], [0.004, 0.013, 0.008], [0.002, 0.001, 0.001], [0.008, -0.015, 0.006], [0.007, 0.007, -0.028], [0.002, -0.005, 0.000], [-0.009, -0.022, -0.028], [0.025, -0.004, -0.013], [0.007, 0.009, -0.026], [0.042, -0.021, 0.016], [-0.019, -0.027, 0.023], [0.027, -0.031, -0.009], [0.002, -0.007, 0.031], [-0.035, -0.017, 0.002], [0.011, -0.009, 0.000], [-0.006, -0.009, 0.004], [-0.003, 0.000, -0.003], [-0.002, 0.003, 0.002], [0.004, -0.006, -0.008], [-0.001, 0.003, 0.001], [0.007, -0.003, -0.013], [-0.038, 0.020, -0.012], [0.012, 0.020, -0.013], [0.015, 0.001, -0.004], [0.004, 0.006, 0.006], [-0.121, 0.274, -0.150], [-0.024, -0.020, -0.081], [0.006, -0.010, 0.011], [0.001, 0.000, -0.003], [0.003, 0.016, -0.019], [-0.013, 0.017, 0.008], [-0.009, -0.039, -0.005], [0.033, -0.034, -0.019], [0.000, 0.005, -0.005], [0.000, -0.004, -0.004], [-0.028, -0.141, 0.092], [-0.003, -0.026, 0.056], [0.014, 0.002, 0.020], [0.003, -0.002, 0.002], [-0.051, 0.052, -0.014], [-0.010, 0.008, -0.016], [-0.007, 0.000, -0.008], [-0.009, -0.013, 0.012], [0.002, -0.002, 0.002], [0.000, -0.005, 0.001], [0.019, -0.011, -0.020], [0.007, -0.005, 0.001], [-0.026, -0.017, -0.002], [0.011, 0.014, 0.017], [0.003, 0.011, 0.000], [0.000, 0.000, -0.001], [-0.011, -0.025, 0.065], [-0.006, 0.006, -0.007], [0.002, -0.001, 0.003], [-0.002, 0.013, 0.015], [-0.024, 0.004, 0.035], [-0.027, 0.005, -0.073], [-0.019, 0.055, -0.190], [-0.243, -0.045, 0.070], [0.002, 0.000, -0.003], [0.026, 0.002, 0.009], [0.054, 0.060, 0.078], [-0.001, 0.008, -0.002], [-0.018, 0.011, 0.003], [-0.003, 0.002, -0.003], [0.013, 0.002, -0.036], [-0.024, 0.009, -0.061], [0.024, 0.126, 0.027], [-0.004, -0.001, 0.004], [0.016, 0.009, 0.010], [0.000, 0.005, -0.007], [0.145, 0.010, -0.025], [-0.015, 0.002, -0.019], [-0.050, -0.028, 0.090], [0.013, 0.011, 0.029], [-0.025, -0.008, -0.006], [-0.018, 0.009, 0.005], [-0.007, 0.009, -0.004], [-0.004, 0.016, 0.014], [0.004, 0.005, -0.010], [0.014, -0.002, -0.015], [0.010, 0.003, -0.007], [0.002, 0.004, 0.006], [0.009, -0.002, -0.041], [-0.005, -0.015, 0.018], [0.004, -0.307, 0.116]],
  "mulliken_charge": [0.344, 0.549, 0.378, -1.051, 0.336, -1.029, 0.369, 0.381, 0.272, -0.380, 0.424, 0.508, 0.423, 0.224, 0.522, -0.696, 0.309, 0.665, -0.778, -0.436, -1.101, 2.199, 0.128, 0.299, -1.357, 0.387, 0.289, 0.393, 0.417, 0.487, 0.423, 0.459, -1.464, -0.893, 0.281, 0.443, 1.688, -0.403, 0.353, 0.411, -0.945, 0.167, -1.397, -0.951, 0.297, 0.292, 0.649, -0.207, 0.425, -0.816, -0.077, 0.370, 0.266, 0.262, 0.310, 0.408, -0.420, 0.420, 0.531, -0.424, -1.030, 0.342, -0.527, -1.961, 0.495, 0.369, -0.002, -0.380, -0.087, 0.136, 0.403, 0.326, -0.501, 0.490, 0.418, -0.908, 0.384, -1.347, 0.118, 0.353, -0.112, 0.341, -0.733, -0.965, 0.063, 0.010, 0.405, -0.044, 0.310, -1.294, 0.305, -0.334, 0.427, 0.153, 0.336, 0.297, 0.812],
  "spin_multiplicity": 1,
  "charge": 1,
  "homo_lumo_gap_ha": 0.266
}